# C20H30N4O2

A molecular structure, C20H30N4O2 in a non-equilibrium geometry (wB97M-V/def2-TZVPD, the Open Molecules 2025 dataset).

Computed properties:
LUMO energy	-0.04	eV
HOMO	-8.5	eV
HOMO-LUMO gap	0.311	Eh

```
! RIJCOSX wB97M-V def2-TZVPD def2/J DEFGRID3
* xyz 0 1
C -3.043 -1.412 -2.231
H -2.855 -2.295 -2.961
H -2.819 -0.432 -2.958
C -4.389 -1.437 -1.638
H -5.219 -1.593 -2.508
H -4.595 -2.398 -0.963
C -4.727 -0.285 -0.569
N -3.592 -0.013 0.124
C -3.731 -0.983 1.221
C -4.995 -1.034 2.025
C -6.218 -0.975 1.039
C -6.139 -0.033 -0.187
H -6.776 -0.473 -0.960
H -6.176 0.951 0.384
H -6.113 -2.193 0.464
H -7.201 -1.112 1.638
H -5.025 -1.941 2.839
H -5.203 -0.087 2.630
H -3.408 -1.892 0.824
H -2.904 -0.775 2.149
C -3.350 1.307 0.625
H -3.805 2.125 0.141
C -1.800 1.651 0.923
C -1.165 1.513 -0.319
N 0.334 1.617 -0.621
C 1.155 0.359 -0.645
O 0.585 -0.884 -1.042
C 2.573 0.629 -0.430
C 3.147 1.637 -0.282
C 4.628 1.668 -0.116
C 5.332 0.648 -0.021
C 4.586 -0.709 -0.114
C 3.287 -0.670 -0.183
H 2.700 -1.776 -0.244
N 5.286 -1.933 0.255
C 6.707 -1.768 0.316
O 7.266 -3.005 0.337
C 7.402 -0.660 0.215
N 6.649 0.553 0.332
C 7.318 1.857 0.419
H 7.025 2.388 1.121
H 7.425 2.226 -0.440
H 8.320 1.477 0.771
H 8.305 -0.838 0.514
H 7.528 -0.643 -1.205
H 4.938 -2.778 0.374
H 5.180 2.551 -0.165
H 2.849 2.458 -0.551
H 0.800 2.325 -0.030
H -1.536 2.377 -1.067
H -1.364 0.582 -1.033
H -1.593 2.554 1.280
H -1.186 0.828 1.416
H -3.725 1.444 1.777
H -4.436 0.640 -1.288
H -2.242 -1.342 -1.382
*
```

These are the natural (NBO) partial charges, in e, on atoms 1 to 4:
1 C -0.638
2 H 0.227
3 H 0.200
4 C -0.414